Arrangement 1

C4H7N4 | wB97M-V/def2-TZVPD

XYZ file:
```
15
Properties=species:S:1:pos:R:3
C -1.938 0.848 -0.553
N -0.663 0.175 -0.360
C -0.424 -1.132 -0.401
N 0.633 -1.470 0.287
C 1.391 0.026 0.710
C 2.484 0.089 -0.210
N 3.242 0.422 -0.992
N 0.243 0.843 0.444
H -2.342 0.886 0.374
H -1.629 1.888 -0.861
H -2.576 0.501 -1.249
H -0.929 -1.841 -0.995
H 0.943 -2.310 0.699
H 1.745 -0.139 1.775
H -0.178 1.215 1.334
```

Properties
net charge = +1
highest occupied orbital energy = -14.49 eV
LUMO = -0.1577 hartree
structure (SMILES) = CN1C=[NH+][C@@H](C#N)N1
Kohn-Sham gap = 0.37462 Eh

---

Arrangement 2

C4H7N4 | wB97M-V/def2-TZVPD

XYZ file:
```
15
Properties=species:S:1:pos:R:3
C -2.010 -1.187 -0.334
C -0.923 -0.550 -0.135
C 2.499 0.048 -0.254
C 1.180 0.833 -0.018
N -2.845 -2.001 -0.466
N -2.573 2.156 1.123
N -2.501 1.189 0.581
N 0.060 -0.019 0.482
H 2.416 -0.636 -1.140
H 3.478 0.623 -0.310
H 2.600 -0.606 0.618
H 0.596 1.029 -0.975
H 1.343 1.703 0.638
H -3.324 -2.354 -1.294
H 0.005 -0.226 1.484
```

Properties
net charge = +1
highest occupied orbital energy = -14.57 eV
LUMO = -0.2253 hartree
Kohn-Sham gap = 0.31009 Eh

---

Arrangement 3

C4H7N4 | wB97M-V/def2-TZVPD

XYZ file:
```
15
Properties=species:S:1:pos:R:3
C -2.777 1.110 0.048
C 0.139 1.435 0.102
C -0.172 0.309 -0.404
C 1.367 -1.451 0.117
N -2.151 2.043 0.365
N -0.948 2.425 0.446
N 1.767 -2.739 0.015
N 0.438 -0.889 -0.636
H -3.724 0.819 -0.119
H 1.125 1.922 0.141
H 1.732 -0.788 0.918
H -0.820 3.451 0.589
H 2.119 -3.116 0.775
H 1.620 -3.169 -0.870
H 0.287 -1.362 -1.486
```

Properties
net charge = +1
highest occupied orbital energy (alpha / beta) = -11.54 / -11.54 eV
LUMO (alpha / beta) = -0.1542 / -0.1542 hartree
Kohn-Sham gap (alpha / beta) = 0.26990 / 0.26984 Eh

---

Relative energies with respect to the most stable structure, expressed in kcal/mol: arrangement 1 2.0; arrangement 2 0.0; arrangement 3 64.9.

---

Arrangement 1

C3H4FNS | wB97M-V/def2-TZVPD

XYZ file:
```
10
Properties=species:S:1:pos:R:3
C -1.179 0.248 -1.430
C -0.645 0.002 -0.256
F -1.452 -0.242 0.792
C 0.809 -0.049 0.153
N 0.975 -0.390 1.451
S 2.085 0.110 -0.892
H -2.201 0.499 -1.545
H -0.531 0.309 -2.293
H 1.903 -0.308 1.860
H 0.237 -0.178 2.160
```

Properties
net charge = 0
highest occupied orbital energy = -8.75 eV
LUMO = -0.0092 hartree
structure (SMILES) = C=C(F)C(N)=S
Kohn-Sham gap = 0.31232 Eh

---

Arrangement 2

C3H4FNS | wB97M-V/def2-TZVPD

XYZ file:
```
10
Properties=species:S:1:pos:R:3
F -2.846 0.713 0.691
C -1.609 0.512 0.201
C -0.930 -0.621 0.372
N 0.187 -1.018 -0.334
C 1.305 -0.487 -0.343
S 1.764 1.046 0.321
H -1.344 1.100 -0.543
H -1.241 -1.419 1.134
H 2.051 -0.964 -0.959
H 2.661 1.139 -0.540
```

Properties
net charge = 0
highest occupied orbital energy = -8.88 eV
LUMO = 0.0232 hartree
structure (SMILES) = F/C=C/N=C\S
Kohn-Sham gap = 0.34954 Eh

---

Relative energies with respect to the most stable structure, expressed in kcal/mol: arrangement 1 0.0; arrangement 2 34.8.

---

Arrangement 1

C5H13N4 | wB97M-V/def2-TZVPD

XYZ file:
```
22
Properties=species:S:1:pos:R:3
C -2.463 2.751 1.223
N -1.200 2.657 0.549
C -0.822 1.881 -0.540
C -0.300 0.356 -0.009
C -0.022 -0.658 -1.096
N 0.877 -1.619 -1.144
N 1.593 -1.817 0.018
C 2.306 -2.936 0.161
N 2.478 -3.647 -0.947
H -2.494 1.886 1.857
H -2.349 3.634 1.688
H -3.307 2.840 0.555
H -0.490 3.067 1.160
H -1.746 1.821 -1.117
H -0.048 2.339 -1.119
H -1.037 -0.157 0.790
H 0.583 0.735 0.669
H -0.571 -0.694 -2.066
H 1.269 -1.235 0.853
H 2.722 -3.293 1.159
H 2.800 -4.603 -0.799
H 2.218 -3.306 -1.844
```

Properties
net charge = +1
highest occupied orbital energy = -11.23 eV
LUMO = -0.1463 hartree
structure (SMILES) = CNCC/C=N\[NH+]=C/N
Kohn-Sham gap = 0.26625 Eh

---

Arrangement 2

C5H13N4 | wB97M-V/def2-TZVPD

XYZ file:
```
22
Properties=species:S:1:pos:R:3
N 0.788 2.031 -0.184
C -0.337 1.387 -0.842
C 0.191 0.211 -1.731
C 0.904 -0.883 -0.983
C 0.328 -1.290 0.255
N 0.693 -2.372 0.869
N -0.591 -0.455 0.857
N -0.987 -0.796 2.157
C -1.148 0.909 0.411
H 0.552 3.103 -0.038
H 1.668 2.059 -0.782
H -0.984 1.941 -1.517
H 0.657 0.765 -2.669
H -0.666 -0.341 -2.199
H 1.013 -1.642 -1.720
H 1.967 -0.434 -0.906
H 0.225 -2.649 1.785
H 1.104 -3.164 0.482
H -0.368 -0.264 2.806
H -1.921 -0.447 2.359
H -0.868 1.552 1.218
H -2.221 0.780 0.373
```

Properties
net charge = +1
highest occupied orbital energy = -13.47 eV
LUMO = -0.1101 hartree
structure (SMILES) = N[C@H]1CCC(=[NH2+])N(N)C1
Kohn-Sham gap = 0.38492 Eh

---

Relative energies with respect to the most stable structure, expressed in kcal/mol: arrangement 1 36.1; arrangement 2 0.0.

---

Arrangement 1

C2H6NP | wB97M-V/def2-TZVPD

XYZ file:
```
10
Properties=species:S:1:pos:R:3
C -1.030 -0.715 0.148
C -0.709 0.791 -0.151
N 1.333 0.990 0.262
P 2.012 -0.369 -0.063
H -1.495 -0.744 1.172
H -1.748 -1.161 -0.582
H -0.056 -1.173 -0.027
H -1.097 1.424 0.619
H -0.607 1.052 -1.168
H 3.398 -0.097 -0.210
```

Properties
net charge = 0
highest occupied orbital energy = -8.54 eV
LUMO = 0.0008 hartree
Kohn-Sham gap = 0.31457 Eh

---

Arrangement 2

C2H6NP | wB97M-V/def2-TZVPD

XYZ file:
```
10
Properties=species:S:1:pos:R:3
H 0.156 -2.800 -1.219
P -0.330 -2.244 -0.088
N -0.192 -0.873 -0.705
C -0.586 0.450 -0.091
C 0.685 1.007 0.504
H -1.026 1.024 -0.980
H -1.447 0.225 0.607
H 0.826 0.358 1.401
H 1.324 0.902 -0.380
H 0.592 1.951 0.949
```

Properties
net charge = 0
highest occupied orbital energy = -8.69 eV
LUMO = 0.0036 hartree
structure (SMILES) = [H]/P=N/CC
Kohn-Sham gap = 0.32284 Eh

---

Relative energies with respect to the most stable structure, expressed in kcal/mol: arrangement 1 40.3; arrangement 2 0.0.

---

Arrangement 1

C34H81N6O8 | wB97M-V/def2-TZVPD

XYZ file:
```
129
Properties=species:S:1:pos:R:3
C -5.199 5.233 0.629
C -4.137 5.091 -0.444
C -4.590 5.022 -1.869
C -2.797 5.057 -0.126
C -2.070 3.966 0.606
C -2.953 2.905 1.278
C -2.819 1.472 0.721
C -1.381 0.984 0.598
C -3.645 1.306 -0.587
C -2.815 1.210 -1.877
N -1.958 2.344 -2.078
N -0.727 1.927 -2.695
H -5.659 6.210 0.457
H -5.968 4.448 0.636
H -4.704 5.298 1.597
H -5.484 5.645 -2.034
H -3.817 5.394 -2.545
H -4.823 3.989 -2.129
H -2.171 5.880 -0.485
H -1.360 3.558 -0.117
H -1.470 4.436 1.408
H -4.011 3.168 1.263
H -2.679 2.854 2.340
H -3.299 0.818 1.461
H -0.974 0.777 1.594
H -0.741 1.630 0.003
H -1.393 0.013 0.092
H -4.421 2.073 -0.650
H -4.179 0.348 -0.494
H -2.285 0.236 -1.880
H -3.566 1.147 -2.714
H -0.915 1.589 -3.637
H -0.300 1.129 -2.202
C 1.949 -4.632 5.780
O 1.492 -3.297 5.760
C 2.530 -2.328 5.656
C 2.482 -1.618 4.319
N 2.869 -2.514 3.235
C 2.637 -1.967 1.896
C 1.195 -1.694 1.484
O 0.403 -2.861 1.340
C -0.215 -3.325 2.522
H 1.092 -5.269 5.994
H 2.371 -4.932 4.815
H 2.700 -4.782 6.563
H 3.513 -2.780 5.823
H 2.362 -1.592 6.448
H 3.171 -0.768 4.344
H 1.465 -1.228 4.185
H 2.344 -3.374 3.325
H 3.056 -2.683 1.186
H 3.217 -1.046 1.789
H 1.226 -1.235 0.494
H 0.698 -0.969 2.138
H -0.462 -2.506 3.203
H 0.410 -4.060 3.042
H -1.142 -3.825 2.237
C -8.776 -2.910 4.130
O -8.191 -3.891 3.299
C -8.583 -3.803 1.933
C -7.422 -3.382 1.057
N -7.060 -1.993 1.297
C -5.811 -1.574 0.655
C -4.520 -2.238 1.122
O -4.150 -1.924 2.455
C -4.720 -2.742 3.454
H -8.513 -3.153 5.159
H -8.400 -1.907 3.903
H -9.867 -2.914 4.039
H -9.432 -3.125 1.806
H -8.906 -4.804 1.628
H -7.707 -3.498 0.007
H -6.588 -4.067 1.262
H -6.969 -1.849 2.294
H -5.709 -0.502 0.828
H -5.907 -1.710 -0.426
H -3.715 -1.847 0.494
H -4.526 -3.325 0.973
H -4.893 -3.762 3.099
H -5.659 -2.323 3.832
H -4.020 -2.780 4.290
C 8.616 1.886 1.411
O 9.285 0.674 1.704
C 9.419 0.404 3.094
C 8.576 -0.787 3.499
N 7.156 -0.468 3.444
C 6.271 -1.621 3.601
C 6.304 -2.701 2.527
O 5.815 -2.278 1.268
C 6.766 -1.655 0.426
H 8.690 2.050 0.338
H 7.557 1.842 1.683
H 9.085 2.730 1.926
H 9.168 1.282 3.696
H 10.471 0.165 3.274
H 8.836 -1.078 4.521
H 8.837 -1.619 2.829
H 6.956 -0.032 2.553
H 5.251 -1.239 3.642
H 6.473 -2.086 4.573
H 5.628 -3.494 2.854
H 7.295 -3.161 2.421
H 7.774 -2.048 0.584
H 6.769 -0.569 0.559
H 6.472 -1.854 -0.605
C 3.946 3.090 -8.570
O 2.648 3.644 -8.567
C 1.767 3.074 -9.526
C 0.663 2.283 -8.856
N 1.183 1.065 -8.249
C 0.223 0.362 -7.397
C -0.258 1.063 -6.130
O 0.742 1.238 -5.153
C 1.518 2.410 -5.279
H 4.559 3.687 -7.897
H 3.946 2.054 -8.213
H 4.389 3.125 -9.571
H 2.311 2.452 -10.245
H 1.315 3.904 -10.078
H -0.087 2.015 -9.606
H 0.187 2.940 -8.116
H 1.991 1.301 -7.689
H 0.698 -0.574 -7.092
H -0.647 0.092 -8.005
H -1.009 0.414 -5.670
H -0.765 2.013 -6.339
H 0.947 3.234 -5.713
H 2.423 2.231 -5.873
H 1.829 2.699 -4.275
```

Properties
net charge = -1
highest occupied orbital energy = -1.48 eV
LUMO = 0.0812 hartree
Kohn-Sham gap = 0.13577 Eh

---

Arrangement 2

C34H81N6O8 | wB97M-V/def2-TZVPD

XYZ file:
```
129
Properties=species:S:1:pos:R:3
C 6.543 3.265 0.182
C 5.480 3.468 -0.874
C 5.040 4.874 -1.138
C 4.947 2.447 -1.591
C 4.166 1.269 -1.077
C 4.155 1.056 0.444
C 2.788 1.228 1.136
C 1.664 0.434 0.479
C 2.443 2.728 1.348
C 1.352 3.297 0.428
N 1.664 3.130 -0.959
N 0.462 2.898 -1.714
H 7.439 3.758 -0.206
H 6.311 3.665 1.177
H 6.784 2.205 0.254
H 5.858 5.600 -1.016
H 4.661 4.983 -2.156
H 4.237 5.123 -0.443
H 5.024 2.503 -2.678
H 3.164 1.410 -1.491
H 4.578 0.352 -1.533
H 4.865 1.704 0.952
H 4.489 0.031 0.654
H 2.910 0.801 2.140
H 1.797 -0.635 0.681
H 1.535 0.651 -0.578
H 0.721 0.701 0.968
H 3.353 3.333 1.317
H 2.057 2.809 2.374
H 0.374 2.860 0.720
H 1.278 4.389 0.700
H -0.133 3.727 -1.697
H -0.112 2.153 -1.291
C -1.559 -6.515 3.798
O -0.375 -6.034 3.203
C -0.227 -6.375 1.830
C -0.328 -5.153 0.944
N -1.688 -4.631 0.926
C -1.826 -3.333 0.261
C -1.113 -2.141 0.885
O -1.632 -1.750 2.144
C -1.087 -2.417 3.262
H -1.495 -6.305 4.864
H -2.452 -6.021 3.398
H -1.663 -7.597 3.660
H -0.963 -7.130 1.533
H 0.769 -6.813 1.712
H -0.038 -5.431 -0.075
H 0.397 -4.414 1.310
H -2.009 -4.538 1.882
H -2.893 -3.104 0.226
H -1.496 -3.437 -0.777
H -1.272 -1.287 0.222
H -0.028 -2.279 0.944
H -0.042 -2.698 3.097
H -1.663 -3.311 3.529
H -1.128 -1.731 4.108
C 4.194 1.171 9.151
O 2.795 1.361 9.146
C 2.387 2.699 8.884
C 1.696 2.811 7.543
N 2.638 2.622 6.451
C 2.022 2.504 5.128
C 1.124 1.300 4.870
O 1.804 0.056 4.862
C 1.961 -0.563 6.118
H 4.381 0.152 9.488
H 4.630 1.295 8.155
H 4.686 1.864 9.842
H 3.238 3.385 8.938
H 1.678 2.979 9.669
H 1.248 3.806 7.456
H 0.883 2.071 7.528
H 3.176 1.783 6.629
H 2.832 2.470 4.398
H 1.453 3.416 4.922
H 0.712 1.419 3.864
H 0.267 1.260 5.555
H 1.132 -0.331 6.794
H 2.904 -0.283 6.601
H 1.984 -1.642 5.954
C -2.198 -5.774 -6.433
O -3.269 -6.567 -5.962
C -2.876 -7.806 -5.388
C -3.139 -7.826 -3.898
N -2.236 -6.927 -3.196
C -2.558 -6.720 -1.786
C -3.872 -6.032 -1.444
O -3.931 -4.674 -1.835
C -4.356 -4.437 -3.162
H -2.630 -4.925 -6.959
H -1.574 -5.396 -5.616
H -1.567 -6.334 -7.130
H -1.823 -8.020 -5.598
H -3.478 -8.588 -5.862
H -2.990 -8.843 -3.523
H -4.195 -7.560 -3.747
H -2.246 -6.028 -3.661
H -1.759 -6.115 -1.355
H -2.530 -7.690 -1.277
H -3.953 -6.030 -0.355
H -4.745 -6.578 -1.825
H -5.064 -5.198 -3.505
H -3.514 -4.387 -3.859
H -4.851 -3.466 -3.179
C -3.718 5.210 -7.678
O -2.667 6.010 -7.184
C -3.087 7.213 -6.556
C -2.817 7.184 -5.067
N -3.695 6.238 -4.393
C -3.359 5.996 -2.991
C -2.024 5.331 -2.678
O -1.934 3.993 -3.110
C -1.491 3.801 -4.435
H -3.267 4.395 -8.242
H -4.324 4.781 -6.872
H -4.371 5.781 -8.347
H -4.147 7.408 -6.752
H -2.507 8.028 -7.001
H -2.992 8.184 -4.657
H -1.755 6.940 -4.927
H -3.659 5.355 -4.886
H -4.146 5.359 -2.579
H -3.411 6.950 -2.454
H -1.926 5.298 -1.589
H -1.168 5.911 -3.045
H -0.795 4.584 -4.748
H -2.328 3.751 -5.143
H -0.967 2.846 -4.460
```

Properties
net charge = -1
highest occupied orbital energy = -1.52 eV
LUMO = 0.0812 hartree
Kohn-Sham gap = 0.13708 Eh

---

Relative energies with respect to the most stable structure, expressed in kcal/mol: arrangement 1 12.3; arrangement 2 0.0.